Below is a molecular structure, C3H4CoO3, with properties calculated with ωB97M-V/def2-TZVPD.

Positions of all 11 atoms, in Å:
O 0.81412 1.14119 -1.89423
C 0.61567 0.04209 -1.76958
C 0.65691 -1.37779 -1.63482
H 1.61203 -1.56945 -2.21084
H -0.16507 -1.80690 -2.22713
H 0.46828 -1.68805 -0.59877
Co -0.16956 2.14575 1.04917
O -0.04444 0.21576 1.22462
C -0.71190 0.09297 2.29314
O -1.19305 1.37985 2.54771
H -1.88297 1.42457 3.22072

Values from the calculation:
LUMO energy (alpha / beta) = -15.8905 / -17.9973 eV
spin multiplicity = 5
HOMO level (alpha / beta) = -27.12 / -27.14 eV
HOMO-LUMO gap (alpha / beta) = 0.413 / 0.336 hartree
total charge = +3

Below is 2 unconnected molecules or ions with the total composition C4H7BrO, with properties calculated with ωB97M-V/def2-TZVPD.

Positions of all 13 atoms, in Å:
C -2.52981 -0.61219 -0.05950
C -1.54433 -0.56379 -0.91917
C 1.05747 0.81128 0.19347
C 0.68548 -0.61844 -0.01653
O 1.25958 -1.28091 -1.04366
Br -1.52910 -0.38055 -2.76811
H -3.58588 -0.57293 -0.30422
H -2.30964 -0.70114 0.99413
H 0.53728 1.47968 -0.48893
H 0.84749 1.11455 1.21377
H 2.13021 0.92297 0.00904
H 0.50232 -1.26176 0.82633
H 1.27728 -0.71994 -1.83554

Values from the calculation:
LUMO energy (alpha / beta) = 0.5382 / 0.5386 eV
HOMO level (alpha / beta) = -8.01 / -8.01 eV
HOMO-LUMO gap (alpha / beta) = 0.314 / 0.314 hartree

Values of energy relative to the best compared isomer or geometry (same formula, charge and spin), in order: 0.000 3.378, all in eV.
Values of F_max, in order: 5.7 3.8, all in eV/Å.